Record 1
DFT (the ωB97M-V functional and the def2-TZVPD basis) results for a cluster of 11 separate species, C33H56O33 in total in a non-equilibrium geometry.

Geometry as ORCA input:
```
! wB97M-V def2-TZVPD RIJCOSX def2/J DEFGRID3
* xyz 0 1
C -1.406 2.230 3.149
O -0.767 2.426 4.403
C -0.691 1.417 5.231
O -0.876 0.260 4.983
O -0.213 1.972 6.415
C -0.302 1.222 7.609
H -1.956 1.290 3.117
H -0.774 2.099 2.271
H -2.165 3.005 3.042
H 0.483 0.467 7.564
H -1.239 0.722 7.854
H -0.016 1.793 8.492
C 2.925 2.513 3.482
O 3.128 2.865 2.156
C 2.157 3.680 1.555
O 1.170 4.118 2.145
O 2.494 3.644 0.309
C 1.692 4.209 -0.753
H 2.652 3.453 3.962
H 3.663 1.833 3.909
H 2.037 1.884 3.539
H 1.501 5.261 -0.543
H 0.785 3.609 -0.822
H 2.213 4.034 -1.695
C -1.869 3.198 -0.411
O -1.280 2.140 -1.255
C -1.094 0.853 -0.729
O -1.502 0.420 0.323
O -0.222 0.224 -1.548
C 0.570 -0.918 -1.202
H -2.951 3.114 -0.309
H -1.821 4.176 -0.891
H -1.396 3.268 0.568
H -0.158 -1.664 -0.884
H 1.320 -0.787 -0.423
H 1.044 -1.300 -2.106
C -7.444 -0.915 -3.726
O -6.816 -1.205 -2.525
C -6.093 -0.248 -1.801
O -5.974 0.888 -2.086
O -5.514 -0.863 -0.662
C -4.882 -0.028 0.286
H -8.327 -0.384 -3.372
H -7.488 -1.748 -4.427
H -6.964 -0.111 -4.284
H -5.446 0.859 0.575
H -3.823 0.186 0.142
H -4.867 -0.592 1.218
C 4.621 0.166 0.498
O 4.748 -1.186 1.004
C 5.968 -1.576 1.388
O 6.442 -2.744 1.427
O 6.607 -0.493 1.842
C 7.954 -0.591 2.242
H 5.555 0.548 0.084
H 4.254 0.716 1.364
H 3.969 0.189 -0.375
H 8.184 -1.090 3.183
H 8.312 0.435 2.151
H 8.458 -1.101 1.421
C -2.885 -5.286 -0.235
O -2.781 -3.878 0.084
C -2.678 -3.482 1.325
O -2.681 -4.204 2.327
O -2.486 -2.190 1.292
C -2.421 -1.414 2.499
H -3.231 -5.563 -1.231
H -3.439 -5.834 0.527
H -1.881 -5.710 -0.249
H -3.151 -0.605 2.529
H -1.454 -0.934 2.646
H -2.680 -2.095 3.310
O 5.419 -4.557 -5.940
C 4.644 -4.198 -5.047
O 3.347 -4.571 -4.784
C 2.899 -4.086 -3.522
C 4.229 -3.579 -2.915
O 5.076 -3.501 -4.005
H 2.336 -3.238 -3.911
H 2.302 -4.891 -3.094
H 4.596 -4.411 -2.315
H 4.079 -2.721 -2.259
O -2.232 5.342 1.960
C -3.308 5.931 1.942
O -4.340 5.369 1.285
C -5.345 6.418 1.197
C -4.873 7.454 2.180
O -3.724 6.894 2.760
H -5.412 6.740 0.158
H -6.272 6.038 1.626
H -5.596 7.518 2.993
H -4.593 8.395 1.707
O 3.175 -0.076 -2.701
C 2.630 0.477 -3.669
O 2.851 1.756 -3.916
C 2.281 2.040 -5.185
C 1.486 0.785 -5.544
O 1.722 -0.101 -4.541
H 1.665 2.932 -5.072
H 3.009 2.093 -5.994
H 1.811 0.453 -6.530
H 0.438 1.085 -5.549
O -0.591 -5.436 -2.360
C -0.746 -4.628 -3.238
O -1.614 -3.622 -3.158
C -1.404 -2.635 -4.112
C -0.683 -3.476 -5.204
O -0.165 -4.572 -4.435
H -2.356 -2.264 -4.490
H -0.927 -1.834 -3.547
H 0.122 -2.931 -5.699
H -1.381 -3.857 -5.949
O 0.467 -3.522 0.790
C 1.145 -2.941 1.670
O 2.178 -3.461 2.327
C 2.526 -2.732 3.480
C 1.845 -1.369 3.061
O 0.903 -1.660 2.073
H 2.105 -3.196 4.372
H 3.598 -2.595 3.624
H 2.583 -0.682 2.647
H 1.295 -1.020 3.935
*
```

Output
DFT total energy: -3773.8410 Ha
Kohn-Sham gap: 9.7 eV
HOMO: -9.6 eV
energy above the lowest of the compared OMol25 structures with the same formula, charge and spin: 541.8 kJ/mol
maximum force: 5.15 eV Å⁻¹

=====

Record 2
DFT (the ωB97M-V functional and the def2-TZVPD basis) results for a cluster of 2 separate species, C4H10N3 in total in a non-equilibrium geometry.

Geometry as ORCA input:
```
! wB97M-V def2-TZVPD RIJCOSX def2/J DEFGRID3
* xyz 1 1
C 1.360 0.207 0.426
C -1.416 0.307 -0.017
C 1.619 -0.449 -0.895
C 0.183 -0.409 1.152
N 2.112 1.066 0.957
N -2.496 -0.496 0.027
N -1.139 1.359 -0.711
H 2.444 -1.124 -0.785
H 1.944 0.251 -1.624
H 0.667 -0.742 -1.286
H -0.071 -1.472 0.700
H -0.141 -0.049 2.066
H 1.906 1.291 1.939
H -2.318 -1.515 0.204
H -3.335 -0.334 -0.449
H -0.441 2.058 -0.416
H -1.937 1.880 -1.335
*
```

Output
DFT total energy: -322.3369 Ha
Kohn-Sham gap: 9.7 eV
HOMO: -13.9 eV
energy above the lowest of the compared OMol25 structures with the same formula, charge and spin: 324.7 kJ/mol
maximum force: 6.71 eV Å⁻¹